one) C5H7Cl2N | wB97M-V/def2-TZVPD

Properties
- structure (SMILES) = Cl/C=C/[C@H]1NC[C@@H]1Cl

```
! RIJCOSX wB97M-V def2-TZVPD def2/J DEFGRID3
* xyz 0 1
Cl 1.005 1.321 -3.633
C -0.011 1.102 -2.219
C 0.090 0.056 -1.431
C -0.524 -0.015 -0.075
N -0.707 -1.368 0.487
C 0.048 -1.037 1.720
C 0.337 0.427 1.172
Cl -0.514 1.623 2.161
H -0.624 1.943 -1.949
H 0.746 -0.761 -1.748
H -1.401 0.596 -0.002
H -0.220 -2.035 -0.060
H 0.966 -1.554 1.972
H -0.603 -0.980 2.610
H 1.411 0.681 0.995
*
```

---

two) C5H7Cl2N | wB97M-V/def2-TZVPD

```
! RIJCOSX wB97M-V def2-TZVPD def2/J DEFGRID3
* xyz 0 1
C 2.453 1.575 -0.028
C -0.425 -1.031 -0.708
C 1.167 1.370 -0.565
C -0.540 0.423 1.403
C 0.294 -0.198 0.307
N 3.502 1.770 0.388
Cl -1.916 1.333 0.731
Cl 1.621 -1.096 1.061
H -1.142 -0.432 -1.265
H 0.283 -1.497 -1.393
H -0.961 -1.825 -0.184
H 1.188 1.075 -1.608
H 0.469 2.173 -0.367
H -0.957 -0.347 2.056
H 0.051 1.119 2.000
*
```

---

Least stable = one)

---

one) C7H12S | wB97M-V/def2-TZVPD

Properties
- structure (SMILES) = C=C1C[C@H]1C[C@@H](C)S

```
! RIJCOSX wB97M-V def2-TZVPD def2/J DEFGRID3
* xyz 0 1
C -2.169 -1.466 1.146
C -1.524 -0.959 0.065
C -1.647 -0.622 -1.406
C -0.327 -1.099 -0.803
C 0.890 -0.160 -0.729
C 1.083 0.538 0.671
C 2.180 1.607 0.559
S -0.509 1.169 1.245
H -3.252 -1.563 1.159
H -1.617 -1.820 1.984
H -2.181 -1.179 -2.214
H -1.583 0.530 -1.572
H 0.095 -2.153 -0.963
H 1.866 -0.544 -0.945
H 0.743 0.573 -1.436
H 1.164 -0.336 1.474
H 2.986 1.123 0.038
H 2.515 1.834 1.504
H 1.878 2.379 -0.074
H -0.590 2.148 0.295
*
```

---

two) C7H12S | wB97M-V/def2-TZVPD

Properties
- structure (SMILES) = C[C@H]1C=CCCCS1

```
! RIJCOSX wB97M-V def2-TZVPD def2/J DEFGRID3
* xyz 0 1
C 1.655 -0.944 1.072
C 1.521 -0.436 -0.350
C 0.387 -1.130 -1.069
C -0.931 -1.037 -0.833
C -1.717 -0.166 0.114
C -1.054 1.147 0.648
C -0.223 1.826 -0.450
S 1.520 1.373 -0.503
H 0.772 -0.745 1.722
H 2.532 -0.444 1.567
H 1.838 -2.040 1.075
H 2.456 -0.704 -0.977
H 0.681 -1.832 -1.859
H -1.635 -1.634 -1.461
H -2.599 0.109 -0.417
H -2.013 -0.742 0.985
H -1.920 1.832 0.918
H -0.411 0.943 1.450
H -0.184 2.903 -0.240
H -0.677 1.719 -1.394
*
```

---

three) C7H12S | wB97M-V/def2-TZVPD

```
! RIJCOSX wB97M-V def2-TZVPD def2/J DEFGRID3
* xyz 0 1
C 2.269 0.196 0.398
C 1.166 0.415 -0.038
C 3.623 0.060 0.711
C -1.519 -0.864 -1.416
C -1.102 -1.633 1.032
C -1.454 2.282 -0.494
C -1.176 -0.489 0.002
S -2.047 0.916 0.602
H 4.401 -0.120 -0.107
H 4.160 0.931 1.275
H 3.804 -0.702 1.547
H -0.808 -1.511 -1.868
H -1.615 0.029 -1.933
H -2.383 -1.568 -1.256
H -1.989 -1.474 1.674
H -1.087 -2.468 0.343
H -0.132 -1.630 1.396
H -1.215 2.961 0.285
H -2.319 2.612 -0.961
H -0.577 2.057 -1.192
*
```

---

four) C7H12S | wB97M-V/def2-TZVPD

Properties
- structure (SMILES) = C=C(CS)C1CCC1

```
! RIJCOSX wB97M-V def2-TZVPD def2/J DEFGRID3
* xyz 0 1
C 1.209 2.159 -0.373
C 0.767 0.963 -0.031
C 1.612 0.031 0.789
S 2.344 -1.222 -0.280
C -0.726 0.652 -0.327
C -0.960 -0.591 -1.191
C -1.403 -1.382 0.083
C -1.418 -0.019 0.869
H 0.683 2.777 -1.055
H 2.233 2.509 -0.156
H 1.061 -0.423 1.669
H 2.521 0.547 1.133
H 1.499 -2.369 -0.042
H -1.177 1.551 -0.799
H -0.055 -1.054 -1.748
H -1.807 -0.469 -1.854
H -2.354 -1.990 -0.031
H -0.655 -2.160 0.436
H -0.960 0.112 1.829
H -2.415 0.379 1.080
*
```

---

Least stable = three)

---

one) C4H4N2 | wB97M-V/def2-TZVPD

Properties
- structure (SMILES) = Cn1c#ccn1

```
! RIJCOSX wB97M-V def2-TZVPD def2/J DEFGRID3
* xyz 0 1
C 1.739 0.266 -0.048
N 0.030 0.359 0.020
C -0.757 1.172 -0.687
C -1.945 0.373 -0.420
C -1.893 -0.730 0.388
N -0.570 -0.703 0.548
H 1.951 0.171 -1.163
H 2.174 1.263 0.167
H 1.759 -0.590 0.492
H -2.488 -1.580 0.702
*
```

---

two) C4H4N2 | wB97M-V/def2-TZVPD

```
! RIJCOSX wB97M-V def2-TZVPD def2/J DEFGRID3
* xyz 0 1
C -0.313 0.232 1.132
C -1.031 1.100 0.463
N -0.776 1.105 -1.433
N 0.015 0.382 -1.932
C 0.940 -0.918 -0.873
C 0.659 -0.913 0.406
H -0.193 0.068 2.210
H -1.752 1.913 0.498
H 1.487 -1.383 -1.689
H 0.964 -1.585 1.218
*
```

---

three) C4H4N2 | wB97M-V/def2-TZVPD

```
! RIJCOSX wB97M-V def2-TZVPD def2/J DEFGRID3
* xyz 0 1
C 0.637 -0.162 -1.069
C 1.438 -0.823 -1.876
C -0.004 -1.562 -0.901
C -0.271 1.257 1.042
N -0.805 -0.998 -0.044
N -0.390 0.336 -0.126
H 0.170 -2.550 -1.064
H -1.363 1.559 1.411
H 0.249 0.729 1.935
H 0.338 2.213 0.692
*
```

---

Least stable = one)